Entry from the Open Molecules 2025 dataset: a cluster of 2 separate species, F5HSi2 in total (ωB97M-V/def2-TZVPD).

Summary:
E_LUMO in eV: -0.109
HOMO level in eV: -10.79
Relative energy (zero: lowest compared OMol25 entry of this formula, charge and spin) in eV: 1.1885

Last columns: bonded neighbours and bond lengths (Å).
Cartesian coordinates (Å):
1 H -1.0471 -1.1248 -0.8666  Si5 1.331
2 F 1.4901 -1.3545 1.1857  Si3 1.621
3 Si 2.2171 0.0717 1.4391  F2 1.621, F7 1.642
4 F -2.3492 0.0038 0.4677  Si5 1.613
5 Si -1.1835 0.1791 -0.6340  H1 1.331, F4 1.613, F6 1.552, F8 1.582
6 F -1.7326 1.1651 -1.6992  Si5 1.552
7 F 2.7288 0.0829 -0.1208  Si3 1.642
8 F -0.1236 0.9766 0.2282  Si5 1.582